Molecular formula: C43H47AsN2O6STeV
Method: DFT, ωB97M-V/def2-TZVPD

Structure (XYZ):
```
102
C43H47AsN2O6STeV, DFT ωB97M-V/def2-TZVPD
V -0.74677 -0.87265 0.05494
C 4.41683 3.30645 2.05764
C 3.46033 2.30565 1.48784
C 3.86503 0.99215 1.28014
C 2.98913 0.03975 0.77134
C 3.34203 -1.38945 0.60514
O 2.49703 -2.26345 0.75814
C 4.74783 -1.69465 0.27944
C 5.29383 -2.89595 0.73604
C 6.63553 -3.16985 0.54764
C 7.44283 -2.26515 -0.12746
C 6.89323 -1.09955 -0.64456
C 5.55483 -0.81425 -0.44586
C 1.65473 0.40055 0.48564
O 0.78503 -0.45105 0.07214
C 1.23603 1.74475 0.66514
C 2.15753 2.66755 1.16854
C -0.14367 2.11585 0.36024
N -1.05987 1.24255 0.09154
C -2.39297 1.69745 -0.24116
C -2.91147 1.13005 -1.55816
Te -1.32287 0.77255 -2.96566
C -1.15547 2.85765 -3.50416
C -2.29197 3.64435 -3.63996
C -2.17167 4.98775 -3.94896
C -0.92367 5.55005 -4.15376
C 0.20663 4.75675 -4.06236
C 0.09503 3.41655 -3.73296
C -0.38417 3.58415 0.34474
C -1.22347 4.19775 1.27054
C -1.39827 5.57105 1.24474
C -0.74287 6.34125 0.29654
C 0.12133 5.73985 -0.60426
C 0.30903 4.36985 -0.57426
H 5.35273 2.82645 2.32924
H 4.00183 3.79185 2.93974
H 4.63553 4.07945 1.32314
H 4.87313 0.71045 1.54824
H 4.65753 -3.59495 1.26014
H 7.04933 -4.08835 0.93764
H 8.49933 -2.46045 -0.24516
H 7.51243 -0.40675 -1.19746
H 5.11923 0.07575 -0.87726
H 1.85253 3.68725 1.35744
H -2.41157 2.79125 -0.31766
H -3.06457 1.38735 0.56984
H -3.62147 1.82525 -1.99516
H -3.42807 0.18595 -1.43106
H -3.27857 3.21365 -3.52846
H -3.05677 5.59685 -4.04616
H -0.83317 6.59905 -4.39246
H 1.18013 5.18345 -4.24716
H 0.97793 2.79325 -3.66596
H -1.72637 3.59595 2.01394
H -2.03767 6.04315 1.97604
H -0.89647 7.41005 0.27124
H 0.66603 6.33845 -1.31886
H 0.98353 3.89725 -1.27106
O -6.72367 -2.59015 -0.74156
S -5.44957 -3.17135 -0.48586
O -5.36717 -4.35425 0.31544
N -4.38907 -2.05105 0.16984
C -3.32207 -1.98145 -0.53846
O -2.27687 -1.36085 -0.16146
C -3.31907 -2.70135 -1.83926
C -2.31587 -2.76595 -2.79746
C -2.51857 -3.58635 -3.89946
C -3.67737 -4.34335 -4.02096
C -4.67807 -4.27495 -3.05446
C -4.48377 -3.43465 -1.98486
H -1.38677 -2.21145 -2.68636
H -1.75617 -3.65255 -4.66176
H -3.80277 -5.00495 -4.86616
H -5.57457 -4.87035 -3.11936
C -3.28217 -0.39715 3.15004
C -1.86927 -0.85485 3.47264
O -0.92667 0.00585 2.83434
C 0.21923 0.25975 3.62584
C 1.12953 -0.95695 3.74044
H -3.99567 -1.03335 3.66454
H -3.46817 -0.47695 2.07934
H -3.42707 0.63175 3.47304
H -1.72377 -1.88705 3.11744
H -1.69807 -0.82715 4.55754
H -0.09907 0.59545 4.62404
H 0.73913 1.08385 3.12954
H 0.68303 -1.71455 4.38104
H 2.08803 -0.67175 4.16124
H 1.28653 -1.36915 2.74174
C -1.76957 -4.55035 0.15914
As -0.21597 -3.40715 0.51304
C 1.08653 -4.58035 -0.38896
C 0.12403 -4.07365 2.32764
H -1.65107 -5.50405 0.67674
H -1.86697 -4.75365 -0.90866
H -2.69687 -4.10525 0.51264
H 2.04713 -4.49935 0.11874
H 1.21943 -4.30805 -1.43806
H 0.71173 -5.60465 -0.31306
H 0.06143 -5.16635 2.30584
H -0.62467 -3.70205 3.02714
H 1.11913 -3.77615 2.65974
```

For the molecular weight, the calculation gives 973.39 g/mol. Its total charge is +1. Its multiplicity is 1. For the HOMO-LUMO gap (alpha / beta), the calculation gives 7.51 / 7.50 eV.